# 1
Molecular formula: C25H42Cl3N4O3SiTi
Method: DFT, ωB97M-V/def2-TZVPD

XYZ file:
```
79
Properties=species:S:1:pos:R:3:forces:R:3:mulliken_charge:R:1
C 1.014 0.510 -5.534 0.1 0.5 0.7 -1.92
C 0.193 -0.071 -4.412 -2.5 1.1 -0.3 1.33
H 0.344 0.887 -6.308 -0.1 0.3 0.2 0.39
H 1.650 -0.172 -6.052 0.6 -0.8 -0.1 0.33
H 1.634 1.307 -5.118 0.1 0.1 -0.3 0.45
C -0.931 -0.841 -4.716 -0.3 0.2 0.0 -0.95
C -1.066 -1.759 -5.859 0.3 -1.2 -0.1 -1.52
H -1.877 -0.539 -4.285 0.3 0.0 -0.2 0.81
H -0.372 -2.599 -5.640 -0.3 0.0 -0.9 0.27
H -0.857 -1.349 -6.873 0.0 -0.2 0.3 0.32
H -2.087 -2.195 -5.862 0.5 0.2 -0.2 0.36
Ti 0.362 -0.057 1.970 -0.6 0.7 2.6 -0.16
Cl 1.406 2.007 1.636 0.6 0.7 -0.2 -0.75
Cl 1.905 -1.265 2.994 1.8 -1.4 0.3 -0.61
H 1.625 0.456 7.653 -0.1 0.3 -0.1 0.36
H 3.288 2.457 6.809 -0.2 0.0 -0.1 0.31
C 1.642 0.114 6.616 0.7 -0.4 -0.4 -0.95
C 3.236 1.844 5.902 0.4 0.4 0.2 -0.99
N 1.954 1.217 5.706 -0.7 -0.2 0.0 0.21
H 0.697 -0.359 6.372 0.0 0.1 -0.2 0.26
C 1.250 1.484 4.596 -2.4 -2.2 -0.7 -0.06
O 0.393 0.687 4.080 1.3 2.2 2.1 -0.53
H 3.485 2.451 5.029 0.0 0.0 0.2 0.34
H 1.362 2.477 4.171 0.6 0.0 -0.3 0.59
H 2.457 -0.623 6.546 -0.4 0.0 0.0 0.32
H 4.001 1.067 6.010 -0.1 0.0 -0.2 0.31
H 0.955 -2.845 -1.360 -0.4 -0.1 0.2 0.14
H -1.686 -3.038 -2.381 -0.1 -0.3 0.5 0.34
C 0.459 -3.573 -0.697 0.2 -0.1 -0.2 -0.82
C -1.872 -3.590 -1.442 0.1 -0.2 0.0 -1.13
N -0.920 -3.185 -0.398 -0.4 0.3 0.8 0.32
H 1.070 -3.711 0.202 -0.4 0.2 0.0 0.28
C -1.335 -2.541 0.715 1.4 0.2 0.2 0.11
O -0.608 -2.126 1.666 -1.7 -0.9 -1.3 -0.68
H -2.912 -3.433 -1.099 0.6 -0.1 -0.2 0.27
H -2.428 -2.367 0.718 0.3 -0.2 -0.1 0.24
H 0.380 -4.527 -1.245 0.3 0.3 0.3 0.43
H -1.679 -4.654 -1.671 -0.4 0.4 0.2 0.39
O 1.048 -0.200 -3.055 1.1 -0.8 1.0 -0.29
C 0.023 0.763 -3.144 1.7 -1.1 -1.9 -0.58
C -1.994 -0.426 -2.163 -0.3 -0.1 0.2 1.22
C -1.190 0.692 -2.347 -0.7 1.2 -0.3 0.23
H -1.691 -1.357 -2.632 0.2 0.4 0.7 0.46
C -3.267 -0.283 -1.626 -0.1 0.4 0.0 -1.43
H 0.382 1.773 -3.311 0.2 0.3 0.4 0.26
C -1.679 1.963 -2.033 0.4 -0.4 0.3 -0.57
H -3.928 -1.161 -1.544 0.3 0.5 0.0 0.36
C -3.733 0.998 -1.292 -0.1 0.0 0.4 -0.48
C -2.919 2.123 -1.462 -0.6 0.2 0.0 -0.76
H -1.037 2.807 -2.278 -0.3 0.0 0.3 0.32
H -4.744 1.112 -0.901 0.2 0.0 0.0 0.43
H -3.244 3.145 -1.218 -0.2 -0.6 0.0 0.37
Si 3.714 -0.350 -1.087 -0.1 0.9 2.3 0.71
Cl 0.471 -0.381 -0.106 1.1 -0.2 -3.7 0.90
C 4.326 -1.945 -0.344 -0.4 -0.7 -0.3 -0.98
C 4.208 0.736 0.420 -0.7 0.6 -0.4 -0.95
C 4.036 0.340 -2.753 0.1 -0.1 -0.2 -0.82
H 3.670 -2.803 -0.510 0.2 -0.1 -0.1 0.25
H 4.450 -1.812 0.748 -0.3 0.1 -0.6 0.26
H 5.314 -2.150 -0.769 -0.1 -0.1 -0.1 0.41
H 3.991 -0.468 -3.498 0.0 0.5 0.1 0.31
H 5.055 0.761 -2.678 -0.2 -0.1 -0.2 0.45
H 3.301 1.130 -2.996 0.4 -0.5 0.1 0.16
H 3.849 1.786 0.323 0.4 -0.7 0.2 0.24
H 5.327 0.713 0.462 -0.7 0.0 -0.2 0.42
H 3.809 0.309 1.384 0.3 0.4 -1.1 0.09
N -5.075 2.799 3.164 -0.6 0.4 0.1 -0.48
C -3.966 2.213 2.651 0.3 -0.2 -0.1 0.93
C -3.919 0.825 2.414 0.4 0.0 -0.1 -0.92
C -2.705 0.239 2.095 0.0 0.8 0.0 -0.24
N -1.557 0.949 2.015 -0.8 0.6 -0.4 0.97
C -1.648 2.314 2.024 -0.6 -0.6 0.1 -0.54
C -2.833 2.978 2.310 0.4 -0.6 -0.1 -0.96
H -5.837 2.249 3.531 0.3 0.0 -0.2 0.20
H -5.077 3.778 3.417 0.1 -0.4 -0.1 0.20
H -4.820 0.224 2.459 0.1 0.0 0.1 0.38
H -2.634 -0.823 1.862 0.0 0.4 0.4 0.19
H -0.719 2.835 1.778 -0.5 -0.1 0.2 0.46
H -2.890 4.062 2.254 0.1 -0.2 0.2 0.38
```
Forces are in eV/Å.

As for the charge: 0. The value obtained for the energy above the lowest of the compared OMol25 structures with the same formula, charge and spin is 8.944 eV. As for the spin multiplicity: 2. The frontier orbital gap (spin up / spin down) comes out at 3.6 / 3.7 eV. The calculation puts the highest occupied orbital energy (spin up / spin down) at -4.37 / -4.42 eV. The LUMO energy (spin up / spin down) is -0.0274 / -0.0260 Ha.

***

# 2
Molecular formula: C27H33ClN2O9OsP2S
Method: DFT, ωB97M-V/def2-TZVPD

XYZ file:
```
76
Properties=species:S:1:pos:R:3:forces:R:3:mulliken_charge:R:1
Os 0.115 0.693 -0.150 -0.1 0.1 -0.2 -0.17
O 1.477 2.100 -1.653 0.2 0.2 0.0 -0.60
P 2.816 2.004 -0.723 0.0 -0.1 0.2 0.92
O 4.061 2.235 -1.452 0.0 0.0 -0.1 -0.74
O 2.493 0.767 0.064 0.1 -0.1 0.1 -0.51
O 2.600 3.233 0.364 0.1 0.2 0.0 -0.01
P 2.079 4.727 0.405 -0.1 -0.2 -0.3 0.27
O 0.935 4.738 -0.753 0.2 0.1 0.1 -0.48
O 1.626 5.181 1.732 0.0 0.0 0.1 -0.47
O 0.018 2.260 1.107 0.2 0.1 0.0 -0.15
H 1.286 3.002 -1.951 -0.2 -0.1 0.0 0.30
H 0.101 5.111 -0.433 0.0 0.0 0.0 0.33
Cl -1.713 -2.490 -4.440 0.0 0.0 0.0 -0.20
C -0.518 -2.268 -3.211 -0.1 0.0 0.0 -0.12
C 0.461 -3.223 -2.997 0.0 0.0 0.1 -0.18
C 1.408 -2.959 -2.024 0.1 0.1 -0.1 -0.82
C 1.349 -1.777 -1.309 -0.3 -0.3 0.3 -0.22
N 0.351 -0.899 -1.475 -0.1 0.1 0.0 0.06
C -0.557 -1.125 -2.436 0.0 -0.1 0.0 -0.19
H 0.478 -4.132 -3.583 0.0 0.0 0.0 0.49
H 2.229 -3.641 -1.848 0.0 0.0 0.0 0.44
H 2.070 -1.530 -0.543 0.0 0.1 -0.1 0.49
H -1.332 -0.383 -2.563 0.0 0.0 0.0 0.50
O 2.297 -4.692 -8.314 0.0 0.0 0.0 -0.48
C 1.475 -3.788 -7.731 0.0 0.0 0.0 0.64
O 0.365 -3.631 -8.153 0.0 0.0 0.0 -0.55
C 2.030 -3.019 -6.578 0.0 0.0 0.0 0.76
C 3.097 -3.465 -5.804 0.0 0.0 0.0 -0.81
C 3.573 -2.704 -4.750 0.0 0.0 0.0 -0.97
C 2.995 -1.468 -4.464 -0.1 0.0 0.0 0.75
S 3.588 -0.490 -3.155 0.3 0.2 -0.1 -0.08
C 1.906 -1.030 -5.226 0.0 0.1 0.0 -0.71
C 1.427 -1.803 -6.263 0.0 0.0 0.0 -0.57
H 3.178 -4.643 -7.926 0.0 0.0 0.0 0.31
H 3.552 -4.433 -5.982 0.0 0.0 0.0 0.28
H 4.391 -3.068 -4.141 0.0 0.0 0.0 0.43
H 1.437 -0.082 -4.989 0.0 0.0 0.0 0.49
H 0.579 -1.478 -6.850 0.0 0.0 0.0 0.47
C 0.851 0.890 5.407 0.0 0.0 0.0 -0.76
N 1.481 1.244 4.112 0.0 0.0 0.0 0.01
C 1.213 0.198 3.078 0.0 0.1 0.0 -0.52
C 1.087 2.646 3.639 0.1 -0.1 0.1 -1.88
C -0.371 2.782 3.371 0.0 0.1 0.0 1.33
C -1.251 3.211 4.367 0.1 0.0 0.0 -0.18
C -2.596 3.382 4.110 0.0 0.0 0.0 -0.84
C -3.066 3.145 2.818 0.0 0.0 0.0 -0.56
C -2.211 2.747 1.813 0.1 0.0 0.0 -0.41
C -0.842 2.561 2.065 -0.2 0.0 -0.1 -0.06
H 1.163 -0.113 5.688 0.0 0.0 0.0 0.33
H -0.227 0.924 5.275 0.0 0.0 0.0 0.32
H 1.158 1.610 6.163 0.0 0.0 0.0 0.34
H 2.490 1.280 4.249 0.0 0.0 0.0 0.37
H 0.144 0.177 2.873 0.0 0.0 0.0 0.02
H 1.546 -0.759 3.475 0.0 0.0 0.0 0.32
H 1.755 0.456 2.171 0.0 0.0 0.0 0.33
H 1.672 2.822 2.741 0.0 0.0 0.0 0.14
H 1.416 3.320 4.430 0.0 0.0 0.0 0.59
H -0.860 3.432 5.356 0.0 0.0 0.0 0.44
H -3.268 3.711 4.891 0.0 0.0 0.0 0.40
H -4.117 3.287 2.595 0.0 0.0 0.0 0.50
H -2.567 2.568 0.806 0.0 0.0 0.0 0.48
C -3.723 -2.585 1.910 0.0 0.0 0.0 -1.79
C -3.458 -1.102 2.197 0.0 0.0 0.1 2.28
C -4.697 -0.276 1.826 0.0 0.0 0.0 -1.42
C -3.152 -0.909 3.691 0.0 0.0 0.0 -1.47
C -2.307 -0.627 1.416 0.0 -0.1 -0.2 -0.30
C -1.378 -0.188 0.759 0.0 -0.1 0.1 0.03
H -4.577 -2.939 2.493 0.0 0.0 0.0 0.39
H -2.851 -3.188 2.167 0.0 0.0 0.0 0.37
H -3.939 -2.736 0.852 0.0 0.0 0.0 0.37
H -5.578 -0.662 2.347 0.0 0.0 0.0 0.42
H -4.882 -0.322 0.752 0.0 0.0 0.0 0.37
H -4.557 0.768 2.106 0.0 0.0 0.0 0.18
H -3.996 -1.241 4.302 0.0 0.0 0.0 0.49
H -2.961 0.146 3.903 0.0 0.0 0.0 0.11
H -2.271 -1.488 3.978 0.0 0.0 0.0 0.34
```
Forces are in eV/Å.

As for the charge: 0. The value obtained for the energy above the lowest of the compared OMol25 structures with the same formula, charge and spin is 3.806 eV. As for the spin multiplicity: 5. The frontier orbital gap (spin up / spin down) comes out at 7.0 / 4.4 eV. The calculation puts the highest occupied orbital energy (spin up / spin down) at -7.09 / -6.67 eV. The LUMO energy (spin up / spin down) is -0.0019 / -0.0850 Ha.

***

# 3
Molecular formula: C18H28N4O
Method: DFT, ωB97M-V/def2-TZVPD

XYZ file:
```
51
Properties=species:S:1:pos:R:3:forces:R:3:mulliken_charge:R:1
C -3.570 -3.941 -0.365 0.0 0.2 0.1 -1.45
C -3.157 -2.613 0.256 0.2 -0.2 -0.2 -0.09
C -1.657 -2.367 0.107 -0.3 0.3 0.3 -0.55
C -1.204 -1.032 0.708 0.2 -0.7 0.1 -0.88
N -1.759 0.100 0.014 0.0 0.3 -0.1 0.55
C -1.263 0.691 -1.117 -0.1 0.1 -0.1 0.83
C 0.005 0.253 -1.767 0.2 -0.1 0.0 -1.57
N 1.112 0.279 -0.822 0.1 0.1 -0.2 0.52
C 1.411 1.632 -0.387 0.0 0.1 0.3 -0.63
C 2.497 1.599 0.682 -0.2 0.2 -0.2 -0.93
N 3.697 0.999 0.133 0.0 0.0 0.1 -0.01
C 4.818 1.064 1.048 0.2 0.0 -0.3 -0.54
C 6.148 0.732 0.360 -0.1 0.5 0.4 -0.84
O 6.407 -0.646 0.232 0.1 -0.6 0.1 -0.51
C 3.400 -0.353 -0.303 0.0 -0.1 -0.4 -0.73
C 2.314 -0.321 -1.371 0.1 -0.2 0.2 -0.91
N -1.992 1.681 -1.547 0.3 0.2 -0.5 -0.88
C -3.045 1.775 -0.674 0.0 -0.5 0.6 0.38
C -4.121 2.655 -0.651 0.0 -0.1 0.0 -0.65
C -5.034 2.523 0.374 -0.1 0.2 -0.1 -0.46
C -4.890 1.546 1.361 0.0 -0.1 0.1 -0.70
C -3.831 0.662 1.356 0.0 -0.2 0.2 -0.75
C -2.911 0.781 0.325 -0.3 0.6 -0.3 0.77
H -4.639 -4.101 -0.246 -0.1 -0.1 0.0 0.40
H -3.338 -3.954 -1.428 0.0 -0.1 -0.1 0.34
H -3.044 -4.767 0.110 0.0 -0.1 0.0 0.35
H -3.709 -1.803 -0.225 0.0 0.0 0.1 0.30
H -3.421 -2.613 1.316 0.0 0.1 0.0 0.21
H -1.395 -2.390 -0.953 0.1 0.0 -0.1 0.20
H -1.107 -3.169 0.603 0.1 -0.1 0.0 0.48
H -1.513 -0.973 1.756 0.1 0.0 0.0 0.57
H -0.115 -0.951 0.649 -0.2 0.0 0.1 -0.02
H 0.176 0.910 -2.635 -0.1 -0.1 0.1 0.34
H -0.103 -0.775 -2.130 0.0 0.0 0.0 0.43
H 0.503 2.081 0.021 0.0 0.1 0.0 0.40
H 1.757 2.252 -1.231 0.0 0.0 0.0 0.31
H 2.724 2.620 0.997 0.0 0.0 0.0 0.46
H 2.125 1.036 1.558 0.0 0.1 0.0 0.30
H 4.682 0.394 1.920 0.0 0.1 0.0 0.35
H 4.877 2.090 1.420 0.0 0.0 0.1 0.45
H 6.965 1.214 0.917 -0.1 0.0 -0.1 0.36
H 6.135 1.127 -0.656 0.0 0.1 0.1 0.34
H 6.403 -1.047 1.109 0.0 0.0 -0.1 0.33
H 4.304 -0.799 -0.716 -0.1 0.0 0.1 0.55
H 3.052 -0.975 0.544 0.1 0.0 0.0 0.28
H 2.086 -1.342 -1.688 0.0 0.0 0.0 0.37
H 2.684 0.245 -2.243 0.0 0.0 0.0 0.37
H -4.224 3.410 -1.413 0.0 0.1 -0.1 0.45
H -5.882 3.190 0.421 -0.1 0.1 0.0 0.38
H -5.628 1.482 2.147 0.0 0.0 0.1 0.39
H -3.729 -0.090 2.125 0.0 -0.1 0.1 0.34
```
Forces are in eV/Å.

As for the charge: 0. The value obtained for the energy above the lowest of the compared OMol25 structures with the same formula, charge and spin is 1.374 eV. The SMILES is CCCCn1c(CN2CCN(CCO)CC2)nc2ccccc21. The frontier orbital gap comes out at 9.1 eV. The calculation puts the highest occupied orbital energy at -8.34 eV. The LUMO energy is 0.0293 Ha.